one.
DFT (ωB97M-V/def2-TZVPD) results for a 3-piece molecular cluster, C4H10O3 overall.

Structure (XYZ):
```
17
Properties=species:S:1:pos:R:3
H 2.27984 0.90344 1.78362
H -2.71277 -0.67231 -0.99671
O 2.31617 1.76881 2.22689
H -2.39599 -0.33285 2.09564
H -2.95829 0.38652 -2.09873
H 1.38099 1.98504 2.53969
C 0.14560 -0.68462 -0.21028
C -1.52290 -0.67984 1.54859
C -0.83854 0.05147 0.63787
H 2.22407 -1.21586 -1.71929
O 1.94193 -0.28089 -1.69199
H -1.39698 -1.64083 1.87063
H -0.03644 -1.69679 -0.27553
H -1.08831 1.02531 0.40986
C 1.08374 0.12866 -0.72025
O -2.98875 -0.58853 -1.85930
H 1.34168 1.16918 -0.54956
```

E_LUMO, hartree: 0.0238
Orbital gap, Eh: 0.34498
Multiplicity: 1
E_HOMO, hartree: -0.3212
M, g mol⁻¹: 106.12

***

two.
DFT (ωB97M-V/def2-TZVPD) results for a 2-piece molecular cluster, C4H10O3 overall.

Structure (XYZ):
```
17
Properties=species:S:1:pos:R:3
H 0.03316 1.56665 -2.22556
H 2.49428 -6.50293 3.41481
O 1.74041 -6.42317 2.81648
H -1.14915 -0.41696 -2.95433
O -0.88454 3.10627 -0.26946
C 0.09245 0.64801 -1.62565
H -0.59728 -0.09630 0.23413
O -0.03540 1.95519 1.46981
C -0.49702 1.93707 0.37065
C -0.86858 0.71574 -0.44715
H -1.16913 3.64900 0.48139
H 0.31785 -1.40226 -2.48289
H 0.44442 -0.04307 -3.58529
H 1.39816 -5.57658 3.12886
C -0.08835 -0.41642 -2.71479
H -1.94362 0.71180 -0.62013
H 1.11341 0.65913 -1.22538
```

E_LUMO, hartree: 0.0277
Orbital gap, Eh: 0.41586
Multiplicity: 1
E_HOMO, hartree: -0.3882
M, g mol⁻¹: 106.12

***

Which of them is most stable, and which least? Most stable: two; least stable: one.